Formula: C45H85Cl27N4O4
Source: OMol25
Level of theory: wB97M-V/def2-TZVPD

Last column: Löwdin charge in e.
Positions of all 165 atoms, in Å:
Cl1 0.2470 -4.7767 -3.5405  0.541
Cl2 0.8294 -3.4398 -6.1254  0.596
Cl3 1.3289 2.6459 4.9234  0.531
Cl4 -3.2415 -2.8040 -9.1955  0.511
Cl5 4.3805 4.5796 -5.0235  0.560
Cl6 -4.4754 3.5638 -1.1735  0.541
Cl7 5.3790 3.9120 3.4489  0.529
Cl8 -4.4199 -1.2420 -6.9982  0.517
Cl9 0.7232 4.6462 2.8606  0.518
Cl10 2.2561 -4.2987 2.0249  0.516
Cl11 -5.6023 3.0354 1.6178  0.543
Cl12 -3.4597 -3.9416 -6.4812  0.512
Cl13 3.9699 6.8424 -6.8089  0.559
Cl14 -4.5346 0.2696 2.9348  0.449
Cl15 -2.6490 3.0139 1.1170  0.433
Cl16 -6.5527 -1.4515 -2.7070  0.578
Cl17 -2.8457 -1.9464 3.6753  0.614
Cl18 -5.7024 -2.2335 3.7355  0.560
Cl19 -8.3336 -2.5830 -0.6120  0.521
Cl20 0.0261 1.8100 2.5835  0.541
Cl21 -6.4421 -0.6397 0.0694  0.497
Cl22 2.2397 -7.1354 1.6211  0.586
Cl23 5.9559 5.0667 0.7995  0.545
Cl24 2.9127 -3.9451 -4.2878  0.508
Cl25 1.9387 4.7340 -6.3886  0.486
Cl26 3.7725 3.0945 1.1870  0.529
Cl27 2.6252 -5.4132 -0.6316  0.511
O1 0.5511 -0.3846 -3.7153  -0.081
O2 0.6500 7.9925 -3.4400  -0.008
O3 -4.7004 -4.3584 0.0095  -0.064
O4 3.5485 0.0347 7.7905  -0.059
N1 -3.5098 -4.8984 -0.5812  -0.059
N2 1.1080 6.8113 -2.8135  -0.108
N3 3.4479 0.1307 6.3675  -0.104
N4 -0.0657 -0.8241 -2.4765  -0.035
C1 1.0524 1.1098 -0.9987  -0.022
C2 4.4413 0.3222 4.2502  -0.132
C3 -3.2114 -2.4667 -7.4363  -1.521
C4 1.1962 -3.5354 -4.4747  -1.549
C5 3.6914 -0.8839 3.6675  -0.181
C6 0.3801 4.5753 -1.8645  -0.117
C7 1.5920 8.0935 -0.6725  -0.029
C8 2.1485 -1.0098 -1.5537  -0.041
C9 -4.3212 -1.5593 2.9219  -1.572
C10 5.1994 1.7057 6.4025  -0.040
C11 -1.3943 -5.9121 -0.1543  -0.130
C12 -4.8094 -6.9913 -1.4288  -0.001
C13 2.5811 5.7287 -1.2532  -0.103
C14 -2.2287 -0.9918 -3.7497  -0.035
C15 -0.9245 5.7236 -3.6361  -0.040
C16 2.6470 -1.0742 5.9758  -0.452
C17 -1.7905 1.2097 -2.6134  -0.012
C18 2.9149 -5.6629 1.1027  -1.586
C19 0.1345 -1.1517 -0.1897  -0.138
C20 -4.6147 -4.8427 -2.7442  -0.030
C21 4.7420 0.3222 5.7945  -0.473
C22 -4.3656 2.7633 0.4112  -1.482
C23 0.8019 -0.3918 -1.3066  -0.488
C24 4.7064 4.4558 1.8781  -1.511
C25 -2.5593 -6.2409 -2.3208  -0.160
C26 -6.7173 -2.0096 -1.0787  -1.518
C27 -2.1287 -0.9889 -1.2571  -0.136
C28 -1.4815 -0.3461 -2.5050  -0.449
C29 -2.6844 -5.4159 0.4932  -0.547
C30 2.4221 -1.0060 4.4459  -0.158
C31 3.3072 7.8294 -2.4509  -0.023
C32 0.1326 3.1611 3.6789  -1.461
C33 3.2841 -2.4512 6.4950  -0.004
C34 3.2715 5.7219 -5.6666  -1.592
C35 -1.3026 -0.6991 -0.0057  -0.189
C36 2.0869 7.1247 -1.7957  -0.485
C37 1.4198 4.8071 -0.8130  -0.222
C38 -0.9556 6.7005 -1.4538  -0.049
C39 -3.2427 -6.5881 1.4299  0.001
C40 -0.0447 6.0187 -2.4108  -0.501
C41 -2.3514 -4.3513 1.3870  -0.086
C42 -3.8786 -5.7263 -1.7423  -0.489
C43 1.2803 -0.9864 6.6845  -0.032
C44 5.9399 -0.7034 6.0695  -0.027
C45 -1.6552 -6.8884 -1.3104  -0.174
H1 -3.3153 -4.0978 1.8855  0.075
H2 6.9394 -0.2293 6.0349  0.078
H3 -4.4189 1.6816 0.2507  -0.044
H4 4.2255 -1.7756 3.8080  0.079
H5 5.8641 -1.2341 7.0009  0.059
H6 -0.4455 4.0722 -1.3895  0.095
H7 -1.3795 0.3989 0.0586  0.068
H8 1.0047 8.9298 -1.1527  0.110
H9 0.7642 -1.9655 6.7142  0.090
H10 3.2886 5.8406 -0.4120  0.090
H11 0.5342 -0.9069 0.8328  0.128
H12 2.3814 8.5588 -0.1256  0.058
H13 3.4889 -2.3912 7.5506  0.075
H14 -4.2235 -6.3499 1.7511  0.060
H15 -5.5226 -4.4309 -2.3073  0.061
H16 1.0391 -2.5192 -4.0302  -0.005
H17 -2.1541 -2.0456 -3.7666  0.049
H18 5.2639 1.5877 7.5162  0.090
H19 -4.4097 -1.8283 1.8686  -0.016
H20 -1.1662 1.5487 -3.4262  0.061
H21 2.8507 -0.7178 -0.7924  0.082
H22 6.0789 -1.5627 5.3450  0.084
H23 -1.5897 -4.7424 2.0722  0.105
H24 1.2488 1.7322 -1.8660  0.076
H25 -2.8279 -6.8198 -3.2047  0.130
H26 0.7772 3.9416 -2.7199  0.133
H27 0.2956 0.5515 -3.9191  0.096
H28 -1.4143 6.5815 -4.0199  0.070
H29 -4.2896 -7.8768 -1.0207  0.074
H30 2.8608 6.2781 -4.7921  -0.017
H31 1.9166 1.0665 -0.3483  0.058
H32 3.8261 7.1068 -3.1214  0.067
H33 -1.9474 -7.8527 -0.9082  0.106
H34 -1.7017 4.9389 -3.4785  0.099
H35 3.9758 8.2423 -1.6604  0.100
H36 3.9806 -5.6533 1.2907  0.014
H37 -6.0660 -2.8516 -0.8636  -0.030
H38 1.1033 7.5911 0.1816  0.069
H39 0.3067 1.6324 -0.3853  0.048
H40 -1.6424 1.6988 -1.6323  0.049
H41 2.5482 -3.2171 6.4213  0.063
H42 -4.8505 -5.3806 -3.6598  0.087
H43 1.7546 -0.1878 4.1897  0.066
H44 -1.1712 7.7103 -1.7648  0.087
H45 -2.0001 -3.5324 0.7920  0.079
H46 -2.8957 1.3084 -2.8657  0.096
H47 -0.2699 5.3034 -4.3660  0.040
H48 -0.6805 -6.3653 0.5530  0.115
H49 2.9606 8.5858 -3.1033  0.060
H50 4.1793 -2.6510 5.9590  0.045
H51 -1.8857 6.1133 -1.2463  0.103
H52 -3.9928 -3.9986 -2.9653  0.068
H53 6.1366 1.9807 5.9422  0.060
H54 -0.5338 6.8755 -0.4601  0.057
H55 -2.2339 -2.0764 -1.3751  0.114
H56 -2.5931 -6.6978 2.3329  0.097
H57 4.4073 2.4755 6.2606  0.072
H58 1.4309 -0.7020 7.7394  0.082
H59 2.5936 -0.6261 -2.4904  0.099
H60 -3.1239 -7.6085 1.0457  0.072
H61 5.3809 0.4586 3.7567  0.104
H62 3.0458 0.8057 8.0881  0.108
H63 -2.2231 -2.1131 -7.1976  -0.011
H64 -0.8101 -5.1539 -0.5871  0.080
H65 3.8010 1.2103 4.0626  0.080
H66 -0.7416 -7.0599 -1.7873  0.076
H67 1.9276 -1.9638 4.1801  0.113
H68 3.5670 -0.7564 2.5901  0.113
H69 0.3073 -2.2368 -0.3149  0.123
H70 -2.0724 -5.3103 -2.6960  0.061
H71 -5.4456 -7.2654 -2.2933  0.090
H72 0.7696 7.6471 -4.3255  0.098
H73 -5.5074 -6.7136 -0.5895  0.076
H74 2.1064 -2.0595 -1.6707  0.055
H75 3.1138 5.2274 -2.0894  0.110
H76 -0.7872 3.4658 4.1481  0.018
H77 -3.1363 -0.5812 -1.1573  0.109
H78 0.7631 -0.2283 6.1005  0.060
H79 3.9818 5.3096 1.9812  0.026
H80 -3.2634 -0.7715 -3.6671  0.047
H81 1.8755 3.8443 -0.5299  0.052
H82 -1.9640 -0.6277 -4.7881  0.092
H83 0.9633 5.3217 0.0211  0.066
H84 -5.2012 -5.2131 0.1237  0.090
H85 -1.7978 -1.0392 0.9165  0.091

- HOMO level: -8.781 eV
- Net charge: 0
- Orbital gap: 9.0 eV
- LUMO: 0.2 eV